Entry 1:
Entry from OMol25: H5NOSSi as an isolated structure at a distorted geometry (the ωB97M-V functional and the def2-TZVPD basis).

The net charge is 0. The value obtained for the relative energy (zero: lowest compared OMol25 entry of this formula, charge and spin) is 61.1 kcal per mole.

Atoms and positions in Å:
N  0.602  -0.044  0.999
O  -0.006  -2.486  -0.542
Si  -0.528  -0.616  -0.158
S  -2.357  -0.155  -0.666
H  0.201  0.748  1.296
H  1.432  -0.301  1.336
H  0.869  -2.871  -0.594
H  0.228  2.635  -0.824
H  -0.441  3.090  -0.847

***

Entry 2:
Entry from OMol25: C6H10O as an isolated structure at a distorted geometry (the ωB97M-V functional and the def2-TZVPD basis).

The net charge is 0. The value obtained for the relative energy (zero: lowest compared OMol25 entry of this formula, charge and spin) is 107.1 kcal per mole.

Atoms and positions in Å:
C  -1.261  1.283  1.029
C  -0.194  0.466  0.442
C  1.070  -0.509  0.913
C  1.490  -0.024  -0.473
C  0.525  -0.861  -1.343
C  -0.731  -0.583  -0.477
O  0.776  1.212  -0.306
H  -0.933  2.251  1.465
H  -1.943  0.744  1.687
H  -2.032  1.092  -0.267
H  1.044  -1.609  1.056
H  1.513  -0.006  1.759
H  2.529  0.129  -0.786
H  0.842  -1.909  -1.412
H  0.381  -0.444  -2.340
H  -1.856  0.192  -0.979
H  -1.219  -1.423  0.032

***

Number 1: calculated total energy -820.67028 Ha, frontier orbital gap 9.2 eV, E_HOMO -0.35534 Ha. Number 2: calculated total energy -309.67162 Ha, frontier orbital gap 10.3 eV, E_HOMO -0.34706 Ha.